No. 1
The following is a DFT calculation (ωB97M-V/def2-TZVPD) of a molecular structure, C18H10BCl2F4N4O2Se3TcTe at a distorted geometry.

Last column: Mulliken spin population.
Positions of all 46 atoms, in Å:
Tc  -0.857  0.300  0.001  1.84
Cl  6.071  0.648  1.083  0.00
C  4.351  0.594  1.341  0.01
C  3.511  0.683  0.243  0.00
C  2.130  0.632  0.415  0.00
N  1.154  0.803  -0.578  0.02
C  1.434  1.422  -1.741  0.00
O  2.486  1.504  -2.356  0.02
C  0.254  2.271  -2.183  0.01
C  0.268  2.980  -3.370  -0.01
C  -0.750  3.887  -3.606  0.01
C  -1.728  4.066  -2.636  -0.01
C  -1.686  3.287  -1.489  0.02
N  -0.721  2.395  -1.276  0.01
C  1.597  0.475  1.698  0.01
C  2.447  0.394  2.795  0.02
C  3.820  0.457  2.615  -0.01
Cl  4.847  0.377  4.021  0.00
N  0.185  0.365  1.736  0.09
C  -0.430  -0.226  2.820  0.02
O  -0.217  -0.032  3.993  0.03
C  -1.315  -1.352  2.345  0.04
C  -1.746  -2.335  3.200  -0.02
C  -2.357  -3.463  2.669  0.01
C  -2.484  -3.555  1.301  -0.01
C  -2.034  -2.512  0.507  0.06
N  -1.478  -1.422  1.018  -0.08
H  3.919  0.776  -0.750  0.00
H  1.077  2.804  -4.067  0.00
H  -0.776  4.459  -4.527  0.00
H  -2.520  4.796  -2.761  0.00
H  -2.447  3.350  -0.721  -0.02
H  2.043  0.297  3.789  0.00
H  -1.561  -2.198  4.258  0.00
H  -2.695  -4.267  3.312  0.00
H  -2.907  -4.427  0.824  0.00
H  -2.098  -2.572  -0.563  -0.01
Se  -1.445  -0.276  -2.310  -0.07
Se  -3.302  -1.597  -2.810  0.01
Te  -3.639  0.887  -3.126  0.14
Se  -2.957  1.130  0.713  0.85
F  -0.506  -2.819  -2.099  -0.01
B  0.541  -3.179  -1.170  0.01
F  1.707  -3.516  -1.854  0.00
F  0.062  -4.253  -0.377  0.00
F  0.750  -2.039  -0.327  -0.01

Atoms 1-3, force components in eV/Å:
0.2 1.3 0.7
-0.1 0.0 0.0
0.0 0.0 0.0

## Properties
* gap between HOMO and LUMO (alpha / beta): 0.2054 / 0.2090 Ha
* multiplicity: 4
* expectation value of S²: 3.78
* relative energy (zero: lowest compared OMol25 entry of this formula, charge and spin): 1.953 eV
* net charge: -1

No. 2
The following is a DFT calculation (ωB97M-V/def2-TZVPD) of C2H4OS2 in the gas phase at a distorted geometry.

Last column: Mulliken charge in e.
Positions of all 9 atoms, in Å:
C  1.729  -0.360  0.128  -0.61
C  0.720  0.270  0.687  -0.22
O  -1.440  1.854  0.217  -0.52
S  -1.856  -1.076  -0.063  -0.14
S  -0.774  0.651  -0.305  0.53
H  2.418  -0.523  0.860  0.31
H  1.637  -0.512  -0.934  0.25
H  -1.562  -0.841  1.204  0.22
H  -0.872  0.537  -1.793  0.17

Atoms 1-3, force components in eV/Å:
-2.9 1.3 -1.7
-1.9 0.7 0.5
0.6 -1.4 -1.2

## Properties
* gap between HOMO and LUMO: 0.3203 Ha
* SMILES string: C=C=[S@H](=O)S
* relative energy (zero: lowest compared OMol25 entry of this formula, charge and spin): 5.210 eV

No. 3
The following is a DFT calculation (ωB97M-V/def2-TZVPD) of 2 unconnected molecules or ions with the total composition C2H6N2O3 at a distorted geometry.

Last column: Mulliken charge in e.
Positions of all 13 atoms, in Å:
O  2.140  1.552  0.508  -0.47
C  1.380  0.620  0.386  0.00
N  0.250  0.472  1.151  -0.19
C  -1.142  0.583  0.726  0.60
N  -1.542  0.243  -0.501  -0.31
O  -1.910  0.961  1.577  -0.59
H  1.933  -0.338  0.087  0.33
H  0.319  1.150  1.909  0.26
H  -1.026  -0.190  -1.255  0.16
H  -2.353  0.791  -0.761  0.23
H  0.718  -2.687  -1.075  0.35
H  0.799  -1.209  -1.124  0.28
O  0.434  -1.948  -1.628  -0.64

Atoms 1-3, force components in eV/Å:
-0.7 0.3 -0.4
3.4 -1.1 0.9
-1.9 0.6 -0.3

## Properties
* gap between HOMO and LUMO: 0.3944 Ha
* SMILES string: NC(=O)NC=O.O
* relative energy (zero: lowest compared OMol25 entry of this formula, charge and spin): 1.691 eV

No. 4
The following is a DFT calculation (ωB97M-V/def2-TZVPD) of C2H3N2OP in the gas phase at a distorted geometry.

Last column: Mulliken charge in e.
Positions of all 9 atoms, in Å:
C  -2.376  -0.445  0.508  0.05
C  -0.400  0.414  0.209  0.55
N  -2.870  0.558  0.032  -0.38
N  -0.976  1.426  -0.278  -0.40
O  -0.964  -0.689  0.649  -0.29
P  1.493  0.289  0.458  -0.10
H  -2.865  -1.368  0.793  0.38
H  1.148  -0.888  1.258  0.09
H  1.437  1.304  1.571  0.10

Atoms 1-3, force components in eV/Å:
1.0 -2.4 0.4
1.8 2.0 -0.8
2.3 2.6 -0.9

## Properties
* gap between HOMO and LUMO (alpha / beta): 0.3487 / 0.3489 Ha
* relative energy (zero: lowest compared OMol25 entry of this formula, charge and spin): 3.570 eV

- Which formula does entry 3 have?
  C2H6N2O3